{
  "formula": "C44H81NO10",
  "method": "ωB97M-V/def2-TZVPD",
  "smiles": "CCCNC1=CC(=O)C(CCC)=CC1=O.C1CCOC1.C1CCOC1.C1CCOC1.C1CCOC1.C1CCOC1.C1CCOC1.C1CCOC1.C1CCOC1",
  "e_above_lowest_kcal_mol": 0.0,
  "elements": ["C", "C", "C", "N", "C", "C", "C", "O", "C", "C", "C", "C", "C", "C", "O", "H", "H", "H", "H", "H", "H", "H", "H", "H", "H", "H", "H", "H", "H", "H", "H", "H", "C", "C", "C", "O", "C", "H", "H", "H", "H", "H", "H", "H", "H", "C", "C", "C", "O", "C", "H", "H", "H", "H", "H", "H", "H", "H", "C", "C", "C", "O", "C", "H", "H", "H", "H", "H", "H", "H", "H", "C", "C", "C", "O", "C", "H", "H", "H", "H", "H", "H", "H", "H", "C", "C", "C", "O", "C", "H", "H", "H", "H", "H", "H", "H", "H", "C", "C", "C", "O", "C", "H", "H", "H", "H", "H", "H", "H", "H", "C", "C", "C", "O", "C", "H", "H", "H", "H", "H", "H", "H", "H", "C", "C", "C", "O", "C", "H", "H", "H", "H", "H", "H", "H", "H"],
  "coordinates": [[-1.233, -1.444, 0.006], [-1.541, -0.721, -1.303], [-1.295, 0.792, -1.218], [-0.162, 1.246, -2.031], [0.976, 1.845, -1.520], [1.869, 2.442, -2.329], [3.148, 2.933, -1.806], [3.774, 3.823, -2.351], [3.673, 2.286, -0.550], [5.152, 2.299, -0.342], [5.881, 1.226, -1.187], [5.070, -0.034, -1.468], [2.773, 1.742, 0.263], [1.323, 1.817, -0.045], [0.497, 1.869, 0.839], [-1.909, -1.119, 0.801], [-0.209, -1.244, 0.335], [-1.346, -2.525, -0.103], [-2.578, -0.912, -1.588], [-0.926, -1.144, -2.106], [-1.112, 1.073, -0.184], [-2.183, 1.342, -1.544], [0.085, 0.581, -2.751], [1.690, 2.524, -3.395], [5.517, 3.283, -0.645], [5.376, 2.176, 0.720], [6.195, 1.680, -2.130], [6.797, 0.949, -0.659], [5.678, -0.797, -1.953], [4.673, -0.472, -0.549], [4.216, 0.167, -2.122], [3.037, 1.302, 1.220], [-2.673, 3.038, 2.411], [-2.914, 3.051, 3.921], [-3.841, 1.855, 4.093], [-3.479, 0.918, 3.077], [-2.611, 1.544, 2.129], [-1.763, 3.552, 2.105], [-3.519, 3.492, 1.889], [-1.977, 2.881, 4.456], [-3.353, 3.978, 4.287], [-4.890, 2.143, 3.948], [-3.741, 1.376, 5.071], [-1.593, 1.167, 2.263], [-2.946, 1.280, 1.125], [4.597, -5.409, -3.549], [5.571, -4.707, -4.493], [5.335, -3.245, -4.136], [4.990, -3.224, -2.750], [4.715, -4.551, -2.297], [4.844, -6.454, -3.367], [3.586, -5.370, -3.957], [6.600, -4.993, -4.263], [5.382, -4.920, -5.544], [4.508, -2.826, -4.720], [6.215, -2.617, -4.285], [5.537, -4.889, -1.657], [3.802, -4.530, -1.700], [-7.198, 0.786, 5.606], [-6.939, -0.296, 4.559], [-6.427, -1.436, 5.430], [-7.083, -1.302, 6.694], [-7.732, -0.034, 6.773], [-7.894, 1.559, 5.281], [-6.257, 1.265, 5.882], [-7.873, -0.575, 4.066], [-6.220, -0.002, 3.795], [-5.344, -1.358, 5.579], [-6.650, -2.425, 5.026], [-8.816, -0.174, 6.700], [-7.510, 0.410, 7.746], [1.726, 6.862, -4.596], [2.758, 6.869, -3.469], [3.580, 8.100, -3.823], [2.683, 9.015, -4.459], [1.462, 8.351, -4.778], [0.823, 6.302, -4.356], [2.162, 6.438, -5.504], [2.261, 7.007, -2.506], [3.351, 5.959, -3.415], [4.387, 7.848, -4.520], [4.019, 8.592, -2.954], [0.674, 8.696, -4.099], [1.177, 8.619, -5.797], [-1.044, -0.978, 4.208], [-1.946, -1.563, 5.289], [-1.282, -2.911, 5.541], [0.114, -2.723, 5.299], [0.327, -1.465, 4.655], [-1.107, 0.106, 4.137], [-1.300, -1.397, 3.232], [-1.914, -0.938, 6.182], [-2.987, -1.655, 4.980], [-1.665, -3.675, 4.855], [-1.412, -3.273, 6.563], [0.779, -0.769, 5.370], [1.025, -1.611, 3.829], [0.290, -8.021, -6.123], [1.037, -8.972, -5.189], [2.468, -8.464, -5.321], [2.370, -7.060, -5.560], [1.020, -6.709, -5.866], [-0.777, -7.954, -5.915], [0.419, -8.332, -7.162], [0.684, -8.851, -4.163], [0.939, -10.021, -5.463], [2.980, -8.938, -6.165], [3.066, -8.623, -4.422], [0.584, -6.175, -5.015], [1.022, -6.040, -6.728], [1.100, 1.300, -8.028], [1.344, 2.718, -7.513], [0.517, 2.724, -6.234], [0.549, 1.385, -5.734], [1.080, 0.506, -6.728], [1.864, 0.949, -8.720], [0.131, 1.239, -8.526], [2.401, 2.861, -7.283], [1.038, 3.497, -8.211], [-0.521, 3.009, -6.430], [0.919, 3.393, -5.471], [2.090, 0.199, -6.436], [0.449, -0.383, -6.776], [-2.912, 0.602, 10.133], [-4.383, 0.423, 9.760], [-4.393, 0.916, 8.319], [-3.107, 0.603, 7.781], [-2.220, 0.216, 8.832], [-2.596, -0.016, 10.973], [-2.706, 1.646, 10.378], [-4.659, -0.632, 9.798], [-5.068, 0.980, 10.398], [-4.545, 2.000, 8.270], [-5.157, 0.428, 7.712], [-2.049, -0.865, 8.780], [-1.265, 0.722, 8.684]]
}

{
  "formula": "C44H88N4O10",
  "method": "ωB97M-V/def2-TZVPD",
  "smiles": "CC1(C)CCCC(C)(C)N1O.CC1(C)CCCC(C)(C)N1O.CC1(C)CCCC(C)(C)N1O.CC1(C)CCCC(C)(C)N1O.C[C@H]1COC(=O)O1.C[C@H]1COC(=O)O1",
  "e_above_lowest_kcal_mol": 0.0,
  "elements": ["C", "C", "C", "C", "C", "C", "C", "C", "C", "N", "O", "H", "H", "H", "H", "H", "H", "H", "H", "H", "H", "H", "H", "H", "H", "H", "H", "H", "H", "H", "C", "C", "C", "C", "C", "C", "C", "C", "C", "N", "O", "H", "H", "H", "H", "H", "H", "H", "H", "H", "H", "H", "H", "H", "H", "H", "H", "H", "H", "H", "C", "C", "C", "C", "C", "C", "C", "C", "C", "N", "O", "H", "H", "H", "H", "H", "H", "H", "H", "H", "H", "H", "H", "H", "H", "H", "H", "H", "H", "H", "C", "C", "C", "C", "C", "C", "C", "C", "C", "N", "O", "H", "H", "H", "H", "H", "H", "H", "H", "H", "H", "H", "H", "H", "H", "H", "H", "H", "H", "H", "C", "C", "C", "O", "C", "O", "O", "H", "H", "H", "H", "H", "H", "C", "C", "C", "O", "C", "O", "O", "H", "H", "H", "H", "H", "H"],
  "coordinates": [[9.216, 5.067, 40.929], [9.774, 5.365, 42.352], [8.617, 5.565, 43.326], [10.439, 4.149, 42.810], [11.788, 3.767, 42.142], [12.675, 4.944, 42.372], [12.140, 6.287, 41.819], [13.089, 7.340, 42.504], [12.295, 6.337, 40.292], [10.747, 6.535, 42.352], [10.152, 7.768, 41.994], [8.377, 4.373, 40.963], [8.888, 6.037, 40.556], [9.954, 4.479, 40.383], [9.017, 5.865, 44.294], [8.208, 6.485, 42.908], [7.937, 4.717, 43.402], [10.418, 4.041, 43.895], [9.921, 3.211, 42.613], [12.198, 2.839, 42.539], [11.774, 3.674, 41.057], [13.651, 4.787, 41.914], [12.799, 5.060, 43.449], [13.299, 7.132, 43.553], [12.702, 8.356, 42.439], [14.113, 7.321, 42.131], [11.476, 5.863, 39.751], [13.258, 5.955, 39.956], [12.051, 7.353, 39.980], [10.417, 8.383, 42.682], [1.302, 9.549, 35.422], [1.347, 8.404, 34.345], [1.435, 7.072, 35.203], [0.018, 8.363, 33.535], [-0.093, 9.424, 32.467], [1.048, 9.234, 31.523], [2.496, 9.389, 32.177], [3.629, 8.824, 31.252], [2.691, 10.893, 32.396], [2.471, 8.563, 33.441], [3.787, 8.547, 33.999], [0.595, 9.443, 36.245], [2.246, 9.657, 35.955], [1.059, 10.521, 34.992], [2.403, 7.112, 35.703], [0.613, 6.958, 35.909], [1.494, 6.333, 34.403], [-0.207, 7.404, 33.068], [-0.802, 8.519, 34.236], [-1.015, 9.276, 31.905], [-0.027, 10.451, 32.828], [0.881, 10.106, 30.891], [0.873, 8.359, 30.898], [4.594, 9.166, 31.625], [3.462, 9.251, 30.263], [3.581, 7.735, 31.247], [2.928, 11.383, 31.452], [3.520, 11.034, 33.090], [1.876, 11.467, 32.837], [4.014, 9.443, 34.257], [13.536, 8.744, 27.147], [12.587, 9.565, 26.228], [13.235, 9.450, 24.886], [11.228, 8.782, 26.278], [10.101, 9.444, 25.618], [9.920, 10.867, 26.131], [11.259, 11.835, 26.270], [11.555, 12.530, 24.893], [10.955, 12.880, 27.297], [12.419, 10.983, 26.713], [13.644, 11.725, 26.873], [13.327, 9.123, 28.148], [13.356, 7.678, 27.005], [14.564, 8.931, 26.836], [12.619, 9.897, 24.106], [14.208, 9.908, 24.713], [13.469, 8.417, 24.627], [11.303, 7.783, 25.847], [10.923, 8.774, 27.324], [10.325, 9.333, 24.557], [9.171, 8.898, 25.770], [9.449, 10.767, 27.109], [9.182, 11.334, 25.479], [12.413, 13.201, 24.909], [10.773, 13.203, 24.543], [11.739, 11.798, 24.107], [11.833, 13.489, 27.514], [10.675, 12.305, 28.180], [10.270, 13.588, 26.831], [13.905, 11.564, 27.783], [5.616, -5.896, 28.371], [5.847, -5.778, 29.892], [7.382, -5.327, 30.114], [4.769, -4.743, 30.438], [4.615, -4.742, 31.998], [4.102, -6.146, 32.383], [5.047, -7.346, 31.820], [6.325, -7.563, 32.658], [4.170, -8.640, 31.807], [5.534, -7.126, 30.459], [6.232, -8.229, 29.860], [6.478, -6.162, 27.759], [5.398, -4.943, 27.888], [4.760, -6.539, 28.167], [7.538, -5.266, 31.191], [7.559, -4.379, 29.604], [8.077, -6.032, 29.657], [5.203, -3.769, 30.210], [3.802, -4.926, 29.969], [3.941, -3.941, 32.300], [5.641, -4.602, 32.339], [3.075, -6.353, 32.080], [4.211, -6.070, 33.464], [7.045, -8.265, 32.237], [6.923, -6.656, 32.750], [6.025, -7.898, 33.651], [4.835, -9.492, 31.663], [3.515, -8.794, 32.664], [3.428, -8.684, 31.010], [6.986, -8.324, 30.447], [9.685, 5.028, 33.300], [8.908, 4.268, 34.328], [7.449, 4.074, 34.151], [7.385, 2.680, 33.990], [8.505, 2.095, 34.161], [8.670, 0.893, 34.220], [9.460, 3.016, 34.444], [10.762, 5.001, 33.463], [9.413, 6.072, 33.143], [9.558, 4.494, 32.358], [9.103, 4.810, 35.253], [7.008, 4.688, 33.367], [6.863, 4.252, 35.053], [15.128, 0.472, 30.939], [15.363, -1.012, 31.143], [14.373, -1.643, 32.079], [13.839, -2.778, 31.389], [14.433, -2.835, 30.173], [14.161, -3.772, 29.340], [15.262, -1.770, 29.918], [16.055, 0.881, 30.536], [14.847, 0.949, 31.878], [14.367, 0.575, 30.166], [16.320, -1.358, 31.535], [13.534, -0.990, 32.317], [14.888, -1.876, 33.011]]
}

{
  "formula": "C44H88O11",
  "method": "ωB97M-V/def2-TZVPD",
  "smiles": "C1CCOC1.C1CCOC1.C1CCOC1.C1CCOC1.C1CCOC1.C1CCOC1.C1CCOC1.C1CCOC1.C1CCOC1.C1CCOC1.C1CCOC1",
  "e_above_lowest_kcal_mol": 79.0,
  "elements": ["C", "C", "C", "O", "C", "H", "H", "H", "H", "H", "H", "H", "H", "C", "C", "C", "O", "C", "H", "H", "H", "H", "H", "H", "H", "H", "C", "C", "C", "O", "C", "H", "H", "H", "H", "H", "H", "H", "H", "C", "C", "C", "O", "C", "H", "H", "H", "H", "H", "H", "H", "H", "C", "C", "C", "O", "C", "H", "H", "H", "H", "H", "H", "H", "H", "C", "C", "C", "O", "C", "H", "H", "H", "H", "H", "H", "H", "H", "C", "C", "C", "O", "C", "H", "H", "H", "H", "H", "H", "H", "H", "C", "C", "C", "O", "C", "H", "H", "H", "H", "H", "H", "H", "H", "C", "C", "C", "O", "C", "H", "H", "H", "H", "H", "H", "H", "H", "C", "C", "C", "O", "C", "H", "H", "H", "H", "H", "H", "H", "H", "C", "C", "C", "O", "C", "H", "H", "H", "H", "H", "H", "H", "H"],
  "coordinates": [[-0.933, 0.381, -0.756], [0.482, 0.358, -0.236], [0.250, -0.199, 1.168], [-0.865, 0.559, 1.607], [-1.679, 0.940, 0.439], [-1.364, -0.576, -1.051], [-0.915, 1.130, -1.548], [0.971, 1.331, -0.288], [1.127, -0.242, -0.878], [1.087, -0.058, 1.852], [-0.035, -1.251, 1.160], [-1.640, 2.028, 0.490], [-2.676, 0.500, 0.472], [-4.806, 1.724, -5.972], [-4.366, 1.204, -4.605], [-2.828, 1.392, -4.628], [-2.686, 2.552, -5.377], [-3.782, 2.831, -6.320], [-5.825, 2.112, -5.980], [-4.858, 0.847, -6.617], [-4.630, 0.178, -4.349], [-4.759, 1.854, -3.824], [-2.424, 0.520, -5.143], [-2.253, 1.380, -3.702], [-3.383, 2.849, -7.334], [-4.220, 3.788, -6.038], [2.900, 2.868, 2.553], [3.200, 3.504, 3.901], [3.874, 4.792, 3.555], [3.370, 5.112, 2.193], [2.475, 4.094, 1.756], [2.104, 2.123, 2.539], [3.795, 2.403, 2.140], [3.760, 2.851, 4.571], [2.232, 3.723, 4.352], [4.957, 4.776, 3.439], [3.504, 5.566, 4.227], [2.517, 3.932, 0.679], [1.444, 4.424, 1.880], [-0.484, 5.153, -1.757], [-1.107, 4.382, -2.939], [0.147, 4.141, -3.792], [1.193, 4.028, -2.754], [0.805, 4.444, -1.430], [-1.136, 5.083, -0.886], [-0.231, 6.208, -1.865], [-1.840, 5.060, -3.376], [-1.789, 3.631, -2.543], [0.271, 4.926, -4.539], [-0.057, 3.262, -4.403], [1.458, 5.187, -0.972], [0.662, 3.587, -0.772], [3.815, 0.228, -2.858], [3.064, 1.401, -3.473], [1.832, 0.806, -4.148], [2.096, -0.568, -4.309], [3.362, -0.923, -3.813], [3.280, -0.020, -1.941], [4.893, 0.343, -2.745], [3.671, 1.898, -4.229], [2.889, 2.060, -2.622], [1.716, 1.319, -5.102], [0.904, 1.038, -3.625], [4.002, -1.045, -4.687], [3.229, -1.930, -3.417], [-0.948, -1.572, -4.233], [-1.663, -2.578, -5.137], [-2.148, -3.622, -4.103], [-1.083, -3.663, -3.120], [-0.173, -2.519, -3.325], [-1.652, -1.026, -3.606], [-0.380, -0.871, -4.844], [-1.041, -3.134, -5.839], [-2.436, -2.075, -5.719], [-2.368, -4.580, -4.574], [-3.036, -3.204, -3.630], [0.724, -2.942, -3.778], [-0.043, -2.038, -2.356], [4.279, -2.330, 1.175], [4.289, -3.856, 1.313], [2.889, -4.094, 1.773], [2.159, -3.000, 1.169], [2.963, -2.034, 0.488], [5.110, -2.027, 0.537], [4.463, -1.871, 2.147], [5.115, -4.148, 1.962], [4.242, -4.408, 0.375], [2.894, -4.060, 2.863], [2.440, -4.972, 1.310], [2.645, -1.022, 0.740], [3.065, -2.295, -0.565], [-6.719, 0.159, -1.532], [-7.206, -1.220, -1.803], [-6.188, -2.092, -0.939], [-5.217, -1.206, -0.386], [-5.769, 0.071, -0.288], [-7.508, 0.898, -1.392], [-6.104, 0.478, -2.374], [-7.069, -1.423, -2.865], [-8.235, -1.349, -1.469], [-5.644, -2.846, -1.508], [-6.778, -2.673, -0.230], [-4.892, 0.718, -0.324], [-6.319, 0.210, 0.642], [4.294, -2.173, 5.064], [5.385, -1.592, 6.005], [5.714, -0.311, 5.335], [4.577, 0.030, 4.585], [3.566, -0.959, 4.496], [3.658, -2.902, 5.566], [4.851, -2.633, 4.248], [6.211, -2.295, 6.118], [4.884, -1.392, 6.952], [6.516, -0.511, 4.624], [6.183, 0.405, 6.010], [2.993, -1.151, 3.589], [2.851, -0.639, 5.255], [0.703, 1.776, 6.077], [0.713, 1.262, 7.435], [-0.568, 0.426, 7.569], [-0.601, -0.188, 6.304], [-0.023, 0.690, 5.332], [1.693, 1.857, 5.629], [0.215, 2.746, 5.988], [0.867, 2.077, 8.142], [1.512, 0.541, 7.608], [-1.446, 1.058, 7.700], [-0.577, -0.317, 8.366], [-0.699, 1.214, 4.657], [0.630, 0.089, 4.699], [-1.807, -4.161, -0.251], [-3.169, -3.815, 0.145], [-3.305, -4.142, 1.602], [-2.218, -5.015, 1.916], [-1.157, -4.689, 1.062], [-1.211, -3.354, -0.677], [-1.782, -4.979, -0.971], [-3.787, -4.528, -0.401], [-3.513, -2.824, -0.151], [-4.286, -4.550, 1.844], [-3.215, -3.240, 2.207], [-0.580, -5.587, 0.838], [-0.495, -4.003, 1.590]]
}

no.,E_LUMO (eV)
1,-0.6
2,0.2
3,0.6